{
  "formula": "C13H28ClIInO3",
  "method": "ωB97M-V/def2-TZVPD",
  "spin_multiplicity": 1,
  "e_tot_ev": -45874.8090,
  "orbital_gap_ev": 6.959,
  "total_charge": -1,
  "homo_energy_ev": -4.4639,
  "species": ["C", "C", "O", "C", "C", "O", "C", "In", "Cl", "C", "C", "C", "C", "O", "C", "C", "C", "C", "I", "H", "H", "H", "H", "H", "H", "H", "H", "H", "H", "H", "H", "H", "H", "H", "H", "H", "H", "H", "H", "H", "H", "H", "H", "H", "H", "H", "H"],
  "xyz": [[-3.21245, -3.81075, -3.10149], [-3.58313, -2.47022, -3.72383], [-3.26907, -1.44557, -2.80660], [-3.81036, -0.19134, -3.17507], [-3.13177, 0.93408, -2.41618], [-1.86404, 1.25983, -2.90073], [-0.78575, 0.52765, -2.27465], [-0.29025, 1.14570, -0.19897], [-1.49029, 3.27144, 0.18318], [1.85148, 1.60770, -0.06929], [2.45699, 1.98787, 1.29108], [3.19020, 0.81403, 1.94007], [4.60777, 0.60578, 1.39554], [5.61887, 0.90791, 2.35653], [5.87813, -0.17247, 3.21284], [-1.25900, -0.34867, 1.13539], [-1.20779, -0.26025, 2.65843], [-1.00005, 1.13474, 3.23858], [0.32601, -1.59685, 3.45554], [-4.08294, -4.34638, -2.72104], [-2.53748, -3.62943, -2.26442], [-2.70057, -4.45725, -3.81600], [-3.03682, -2.30195, -4.66266], [-4.65508, -2.42672, -3.96897], [-4.89187, -0.18403, -2.96169], [-3.67450, -0.01768, -4.25223], [-3.09569, 0.68151, -1.34588], [-3.75885, 1.82713, -2.51844], [0.06999, 0.67033, -2.94073], [-1.01686, -0.54482, -2.28991], [2.40305, 0.76005, -0.49694], [1.97468, 2.42795, -0.78433], [1.69330, 2.35740, 1.98254], [3.16948, 2.81653, 1.17771], [3.26646, 0.95279, 3.02364], [2.59637, -0.09051, 1.79093], [4.75006, -0.42594, 1.04538], [4.80128, 1.26453, 0.54566], [4.95738, -0.57990, 3.65103], [6.51433, 0.18794, 4.02234], [6.39773, -0.98854, 2.69053], [-0.90613, -1.32417, 0.79227], [-2.32063, -0.30898, 0.85646], [-2.08873, -0.71121, 3.11656], [0.05512, 1.37580, 3.37492], [-1.41561, 1.87024, 2.54510], [-1.49298, 1.24473, 4.20781]],
  "forces_ev_per_angstrom": [[0.0513, -0.0286, -0.0172], [-0.0773, 0.0717, 0.0132], [-0.0458, -0.0643, 0.0099], [0.0464, 0.0707, -0.0440], [-0.0892, 0.0916, 0.1821], [-0.0061, -0.1395, -0.1866], [-0.0408, -0.0426, 0.0045], [0.1331, -0.2745, -0.0456], [-0.0581, 0.0683, 0.0506], [0.0856, 0.1204, -0.0344], [0.0321, 0.0785, 0.0373], [-0.0472, -0.0518, 0.0330], [0.0200, -0.1108, -0.0841], [0.0782, 0.0298, -0.0955], [-0.0804, -0.0435, 0.1608], [0.0682, 0.0098, 0.0932], [-0.0917, 0.0715, -0.0172], [-0.0293, 0.0295, 0.0181], [0.0558, -0.0663, 0.0728], [0.0135, 0.0582, 0.0253], [0.0248, -0.0103, -0.0544], [-0.0519, -0.0016, 0.0097], [0.0150, 0.0105, 0.0437], [0.0347, -0.0578, -0.0007], [0.0284, 0.0107, -0.0172], [0.0249, -0.0243, 0.0326], [0.0032, 0.0176, -0.0403], [0.0203, -0.0239, 0.0024], [0.0100, 0.0511, 0.0770], [0.0162, 0.0265, -0.0865], [0.0044, 0.0430, 0.0046], [-0.0242, -0.0123, 0.0185], [-0.0246, -0.0015, -0.0686], [0.0015, -0.0278, 0.0654], [0.0377, 0.0155, -0.0368], [-0.0423, 0.0043, 0.0362], [0.0397, 0.0426, 0.0104], [-0.0806, 0.0144, 0.0400], [0.0380, 0.0327, -0.0079], [-0.0002, -0.0132, -0.0400], [-0.0416, 0.0374, -0.0264], [-0.0918, -0.0084, 0.0153], [0.0406, 0.0611, -0.0153], [-0.0016, 0.0026, -0.0737], [-0.0003, -0.0048, -0.1325], [-0.0730, -0.0151, 0.0608], [0.0749, -0.0471, 0.0074]]
}

{
  "formula": "C30H91O19",
  "method": "ωB97M-V/def2-TZVPD",
  "spin_multiplicity": 1,
  "e_tot_ev": -71480.6300,
  "orbital_gap_ev": 4.984,
  "total_charge": -1,
  "homo_energy_ev": -3.8256,
  "species": ["C", "O", "C", "C", "C", "C", "C", "C", "C", "C", "C", "C", "C", "C", "C", "O", "O", "H", "H", "H", "H", "H", "H", "H", "H", "H", "H", "H", "H", "H", "H", "H", "H", "H", "H", "H", "H", "H", "H", "H", "H", "H", "H", "H", "C", "O", "H", "H", "H", "H", "C", "O", "H", "H", "H", "H", "C", "O", "H", "H", "H", "H", "C", "O", "H", "H", "H", "H", "C", "O", "H", "H", "H", "H", "C", "O", "H", "H", "H", "H", "C", "O", "H", "H", "H", "H", "C", "O", "H", "H", "H", "H", "C", "O", "H", "H", "H", "H", "C", "O", "H", "H", "H", "H", "C", "O", "H", "H", "H", "H", "C", "O", "H", "H", "H", "H", "C", "O", "H", "H", "H", "H", "C", "O", "H", "H", "H", "H", "C", "O", "H", "H", "H", "H", "C", "O", "H", "H", "H", "H"],
  "xyz": [[-0.04336, 1.57716, -0.34280], [-0.12970, 2.61382, -1.33073], [1.12873, 3.14603, -1.70059], [1.37573, 4.63236, -1.23805], [0.09771, 5.40525, -0.74420], [-1.06673, 5.51489, -1.81376], [-1.61807, 6.97909, -2.03482], [-3.19677, 7.12775, -2.05783], [-3.94772, 6.47734, -0.84514], [-5.46643, 6.95718, -0.78668], [-6.26544, 6.08581, -1.85531], [-6.99255, 4.84341, -1.22480], [-6.65809, 3.50669, -1.98425], [-7.62265, 2.31465, -1.49968], [-7.61608, 1.14329, -2.55000], [-8.56873, 0.34918, -2.65108], [-6.55649, 1.01890, -3.26642], [0.78483, 0.85076, -0.49284], [-0.99152, 0.98795, -0.43891], [-0.05581, 2.06170, 0.66102], [1.33097, 3.08348, -2.81537], [1.93693, 2.52253, -1.22972], [1.92195, 5.22290, -2.01724], [2.08438, 4.58839, -0.36657], [0.43327, 6.45946, -0.54198], [-0.24800, 5.02694, 0.25069], [-1.87011, 4.79562, -1.52267], [-0.66555, 5.14502, -2.78639], [-1.15779, 7.71122, -1.32707], [-1.27702, 7.28361, -3.06079], [-3.61680, 6.77265, -3.02592], [-3.42007, 8.22875, -2.00638], [-3.40009, 6.65207, 0.11119], [-3.95391, 5.37108, -1.03342], [-5.56841, 8.04917, -0.97124], [-5.88243, 6.68139, 0.21432], [-6.99063, 6.70383, -2.43747], [-5.50715, 5.71410, -2.58570], [-6.66329, 4.76598, -0.15656], [-8.10854, 4.93816, -1.19565], [-6.76230, 3.70648, -3.07483], [-5.61042, 3.17481, -1.79797], [-7.24480, 1.97703, -0.49916], [-8.64517, 2.74089, -1.33249], [2.01145, -1.55111, 0.63040], [1.54218, -0.49714, 1.46448], [2.57601, -1.12025, -0.19558], [2.66053, -2.21375, 1.20551], [1.16168, -2.11188, 0.23487], [1.04714, -0.90379, 2.18484], [0.89466, -4.83360, -0.58555], [0.34813, -4.51486, 0.68923], [1.89481, -4.40589, -0.65569], [0.95510, -5.91628, -0.69856], [0.26411, -4.41119, -1.37119], [-0.53372, -4.90328, 0.72448], [1.02248, 2.39130, -5.88722], [0.53177, 3.44043, -5.06073], [1.57128, 2.82974, -6.71986], [1.69068, 1.74994, -5.31010], [0.18613, 1.80362, -6.27505], [0.05169, 3.02468, -4.33476], [1.31110, -6.16896, 4.29106], [0.95396, -4.83082, 3.96116], [1.25996, -6.28891, 5.37193], [0.61392, -6.86621, 3.81716], [2.32780, -6.37606, 3.95423], [1.00669, -4.75174, 3.00033], [-3.97359, 1.05930, -0.19349], [-4.43446, 2.11544, 0.63563], [-3.40192, 1.48215, -1.01821], [-3.33127, 0.39043, 0.38857], [-4.82566, 0.50463, -0.59107], [-4.93541, 1.71584, 1.35388], [5.17839, -4.81621, 1.68291], [4.20279, -4.15616, 0.88255], [6.16720, -4.56515, 1.30191], [5.09360, -4.48036, 2.71974], [5.03414, -5.89831, 1.62853], [3.33722, -4.39149, 1.23700], [-0.30201, -7.50954, -2.92771], [-0.85271, -7.19629, -1.65363], [0.69660, -7.07981, -2.98897], [-0.23557, -8.59358, -3.04984], [-0.92535, -7.08557, -3.71852], [-1.73396, -7.58397, -1.61971], [2.79098, -1.09629, -3.53738], [1.79594, -0.47084, -4.33654], [3.77034, -0.82272, -3.92621], [2.70678, -0.75617, -2.50210], [2.67726, -2.18307, -3.58005], [0.93849, -0.72442, -3.97663], [3.26391, 1.40190, 3.08630], [3.02842, 2.47544, 3.99552], [2.42852, 1.34030, 2.39721], [4.18351, 1.58757, 2.52342], [3.34724, 0.46135, 3.63675], [3.77926, 2.51221, 4.59740], [-8.75796, 9.18689, -1.49728], [-7.53547, 9.76658, -1.05750], [-8.59167, 8.72191, -2.46681], [-9.08821, 8.42604, -0.78559], [-9.52497, 9.96058, -1.59517], [-7.70308, 10.17090, -0.20000], [0.36855, 4.06701, 4.49806], [-0.59985, 4.71874, 3.68113], [1.35968, 4.31766, 4.13084], [0.27045, 4.40615, 5.53413], [0.22984, 2.98493, 4.44559], [-1.46944, 4.48323, 4.02089], [7.53067, -1.68936, 0.76408], [8.20814, -2.35646, 1.82764], [6.50388, -2.04907, 0.72635], [7.52968, -0.61187, 0.94313], [8.02639, -1.90929, -0.18415], [9.11251, -2.02496, 1.84358], [4.17806, -9.24251, 3.28681], [3.94898, -8.17017, 4.19985], [3.33307, -9.30360, 2.60236], [5.09115, -9.05767, 2.71940], [4.26619, -10.18340, 3.83778], [4.70553, -8.13475, 4.79426], [7.15806, -10.60818, 0.80687], [6.93895, -9.53721, 1.71872], [6.31042, -10.66302, 0.12661], [8.07008, -10.42897, 0.23235], [7.24424, -11.55143, 1.35220], [7.69897, -9.50669, 2.30990], [7.88684, -3.76126, 5.26673], [7.53953, -2.42554, 4.93845], [7.83076, -3.87882, 6.34792], [7.18864, -4.45710, 4.79267], [8.90660, -3.97601, 4.93402], [7.59574, -2.34411, 3.97822], [-5.17492, -2.51526, -1.34986], [-5.43886, -2.21953, 0.01662], [-4.13505, -2.82665, -1.44871], [-5.82844, -3.32591, -1.68319], [-5.34617, -1.62410, -1.95978], [-6.36168, -1.94715, 0.07348]],
  "forces_ev_per_angstrom": [[-1.3494, 0.0208, -0.0047], [0.6020, -0.5162, -0.2574], [1.5139, 0.3528, -0.3065], [-0.1034, -0.0183, 0.9558], [0.2403, 0.7911, -0.4164], [0.2191, -0.2996, 0.3891], [-0.4198, -0.3626, -0.8370], [0.3864, 0.6969, 0.8337], [-0.4095, -0.0964, -0.6474], [0.4116, -1.3242, -0.3788], [0.0278, 0.2923, 0.2217], [0.5164, -0.4772, 0.0517], [-0.8042, -0.2787, 0.7955], [0.6913, 1.1927, -0.6072], [1.6922, -0.9850, -1.2136], [-0.8623, 0.4675, 0.9129], [-0.6904, 0.8599, 1.2549], [-0.2427, 0.8148, 0.1274], [0.7228, 0.5189, 0.1622], [0.4083, -0.6183, -0.4618], [-0.6546, -0.0476, 1.1703], [-0.5960, 0.4305, -0.4200], [-0.6588, -0.5706, 0.3682], [-0.5805, 0.1281, -0.6407], [-0.1384, -0.8693, -0.0738], [0.1416, 0.0551, -0.9489], [0.5235, 0.6732, -0.2730], [-0.2964, 0.2190, 0.6031], [-0.4628, -0.6626, -0.2926], [-0.1637, -0.0168, 0.9009], [0.3152, 0.0591, 0.6737], [0.2213, -0.8090, -0.2194], [-0.3459, 0.0516, -0.6601], [-0.0569, 0.8066, 0.5082], [0.1211, -0.7248, 0.2056], [0.3024, 0.5634, -0.6515], [0.4949, -0.3479, 0.4345], [-0.6769, 0.2161, 0.3679], [-0.2643, -0.1105, -0.7308], [0.8426, 0.2397, -0.1299], [-0.0396, -0.4268, 0.6749], [-0.6674, 0.4406, -0.2107], [-0.3132, 0.0415, -0.8014], [0.6366, -0.5725, -0.2395], [-0.3119, -0.0480, 0.2786], [-0.0385, -0.1044, -0.0318], [0.0101, 0.0878, 0.1104], [0.0830, -0.0758, -0.2156], [0.1358, -0.1172, -0.1046], [0.0165, 0.1014, -0.0748], [-0.0606, -0.0954, -0.0139], [0.0547, -0.0071, 0.3189], [-0.0584, 0.0667, 0.0945], [0.0564, 0.0565, -0.1847], [0.1174, -0.0932, -0.1347], [0.0800, 0.0809, 0.0539], [-0.1151, 0.0065, 0.3272], [-0.0216, 0.1031, -0.0731], [-0.0746, 0.0922, 0.0525], [0.0078, -0.1488, -0.2105], [0.1362, -0.1243, -0.1271], [-0.0599, 0.1568, -0.0802], [0.0416, 0.2396, -0.3994], [-0.0083, 0.1009, -0.0056], [-0.0198, 0.0815, -0.0403], [0.0754, -0.1739, 0.1087], [-0.0306, -0.2434, 0.1330], [-0.1578, 0.0781, 0.0286], [-0.2145, -0.2198, 0.1345], [0.0647, 0.3259, 0.2281], [-0.0931, 0.1081, 0.0504], [0.0442, -0.1425, -0.1628], [0.1659, -0.0888, -0.1930], [-0.0110, 0.0854, -0.1274], [-0.3078, -0.0385, 0.0423], [0.0029, 0.0087, -0.0750], [-0.0704, 0.0441, -0.0270], [0.1698, -0.1125, 0.0538], [0.1665, -0.0304, 0.1300], [0.0639, 0.0647, -0.0736], [-0.3077, -0.0640, 0.0889], [-0.0697, -0.0581, 0.0634], [-0.0509, 0.0166, 0.0827], [0.1081, 0.0232, -0.1609], [0.1385, -0.0448, -0.1297], [0.0880, 0.0924, 0.0633], [-0.3555, -0.0028, 0.0293], [0.0396, -0.0749, 0.0050], [-0.0807, 0.0375, -0.0443], [0.1680, -0.0909, 0.0446], [0.1752, -0.0339, 0.1153], [0.0445, 0.1230, -0.1011], [0.1479, 0.2435, 0.2540], [0.1401, 0.0491, 0.1109], [0.0395, 0.0689, 0.0937], [-0.0122, -0.1663, -0.1029], [0.0028, -0.1100, -0.1875], [-0.1213, 0.0427, -0.0429], [0.0587, 0.1312, 0.2891], [0.0022, 0.1218, -0.0515], [0.0825, 0.0303, 0.0617], [-0.1296, -0.0770, -0.1401], [-0.1289, -0.1172, -0.0842], [0.1113, -0.0674, -0.0849], [-0.4126, 0.0704, -0.0286], [0.0036, 0.0950, 0.0214], [-0.0991, -0.0344, -0.0647], [0.1409, -0.1099, 0.0726], [0.2246, -0.0262, 0.1076], [0.0604, 0.0507, -0.1560], [0.1727, 0.0880, 0.0323], [0.0165, -0.0862, 0.2193], [0.0625, -0.0379, 0.0719], [-0.1159, 0.0156, -0.1475], [-0.1338, 0.0796, -0.0801], [-0.0922, -0.0864, 0.0602], [0.2767, 0.1841, 0.1828], [-0.0805, 0.0219, 0.0717], [-0.0445, 0.0754, 0.1182], [-0.1918, -0.2177, -0.0454], [-0.0259, -0.1189, -0.1735], [-0.1154, 0.0631, -0.0554], [0.1960, 0.0757, 0.2161], [0.1985, -0.0162, -0.0650], [0.0022, 0.0786, 0.0758], [-0.0470, -0.1485, -0.1186], [-0.0030, -0.0991, -0.1667], [-0.1094, 0.0793, -0.0512], [-0.0602, 0.2522, -0.3100], [0.0089, 0.0122, 0.0937], [-0.0174, 0.0665, -0.0359], [0.0929, -0.1747, 0.0840], [-0.0004, -0.2069, 0.0758], [-0.0028, 0.0488, -0.0800], [-0.3290, 0.2873, -0.0553], [0.0463, -0.1253, 0.2899], [-0.0171, 0.0132, 0.1527], [0.0961, 0.0009, -0.2060], [0.0103, -0.1339, -0.1999], [0.1255, 0.0684, -0.0567]]
}